(1)
# C27H22ClMnN2O5PS5

A molecular structure, C27H22ClMnN2O5PS5 in a non-equilibrium geometry (ωB97M-V/def2-TZVPD, the Open Molecules 2025 dataset).

⟨S²⟩: 6.048
LUMO level (spin up / spin down): 2.30 / 1.78 eV
HOMO level (spin up / spin down): -3.9 / -4.0 eV
ΔE to the lowest compared entry with this formula, charge and spin: 55.1 kcal/mol
net charge: -1
2S+1: 5

Atoms and positions in Å:
1 Mn 0.27113 -0.61697 -0.24846
2 S 0.45771 1.13751 1.44508
3 S 0.74491 3.32375 3.83320
4 S 0.16575 1.65739 4.62825
5 S -0.07945 0.17999 3.12508
6 N -1.79048 1.93619 -2.19017
7 P -1.35635 3.07732 -0.96810
8 C -1.85443 4.61721 -1.87883
9 C -0.83767 5.48762 -2.26601
10 C -1.12814 6.65409 -2.96500
11 C -2.44320 6.96135 -3.27929
12 C -3.46723 6.10377 -2.89358
13 C -3.17484 4.94056 -2.19611
14 C -2.81000 2.94024 0.13996
15 C -3.54700 1.76977 0.27781
16 C -4.50072 1.65358 1.28262
17 C -4.72915 2.70767 2.15350
18 C -4.01248 3.88887 2.00796
19 C -3.05621 4.00204 1.01210
20 C -0.97998 0.99451 -2.78541
21 C -1.41986 0.44129 -4.00181
22 C -0.59434 -0.39855 -4.70786
23 C 0.66701 -0.68604 -4.20368
24 C 1.00223 -0.15300 -2.98237
25 N 0.20273 0.64519 -2.25135
26 H -2.68807 2.03657 -2.63573
27 H 0.18655 5.24424 -2.00569
28 H -0.32998 7.32649 -3.25553
29 H -2.67387 7.87315 -3.81770
30 H -4.49599 6.35245 -3.12914
31 H -3.97937 4.28536 -1.88009
32 H -3.35538 0.92830 -0.37497
33 H -5.04226 0.72309 1.40080
34 H -5.45476 2.60565 2.95179
35 H -4.17571 4.71394 2.69103
36 H -2.47310 4.91278 0.92557
37 H -2.40153 0.70285 -4.37743
38 H -0.91867 -0.81541 -5.65307
39 H 1.36309 -1.32830 -4.72503
40 H 1.95675 -0.37399 -2.51955
41 O -1.72656 -0.86174 -0.51632
42 Cl -1.21425 -2.24626 -0.40527
43 O -0.64764 -2.42781 0.91301
44 O -2.28747 -3.15702 -0.62588
45 O -0.18291 -2.42880 -1.42462
46 C 4.54255 -8.83228 3.79238
47 C 4.55549 -7.54505 3.00610
48 O 4.16664 -7.44483 1.87715
49 S 5.22030 -6.18066 3.96990
50 C 4.68911 -4.76607 3.03278
51 C 3.73063 -3.92498 3.59346
52 C 3.20673 -2.88624 2.84505
53 C 3.60436 -2.69803 1.51149
54 C 4.62468 -3.50033 0.99617
55 C 5.16775 -4.52845 1.75149
56 C 2.86870 -1.75870 0.72253
57 C 2.11400 -1.02883 0.10384
58 H 4.63399 -9.68318 3.11939
59 H 3.57888 -8.89499 4.30165
60 H 5.32897 -8.84596 4.54681
61 H 3.39651 -4.10009 4.60831
62 H 2.45273 -2.22959 3.26069
63 H 4.98135 -3.32479 -0.01012
64 H 5.94782 -5.15782 1.34723

(2)
# C27H22ClN2NiO7PS2

A molecular structure, C27H22ClN2NiO7PS2 (ωB97M-V/def2-TZVPD, the Open Molecules 2025 dataset).

LUMO level: 4.59 eV
HOMO level: -2.3 eV
ΔE to the lowest compared entry with this formula, charge and spin: 6.0 kcal/mol
net charge: -2

Atoms and positions in Å:
1 Ni 1.35679 -2.65132 0.75248
2 C 5.15004 -3.22794 -1.56100
3 O 5.44169 -1.84568 -1.36056
4 C 4.40890 -0.94248 -1.36291
5 C 4.59514 0.20937 -2.09631
6 C 3.70839 1.28712 -2.01864
7 C 2.64398 1.20544 -1.15290
8 C 2.41906 0.04193 -0.40599
9 C 1.41589 0.07609 0.63550
10 N 1.09076 -0.95047 1.32542
11 N 0.20565 -0.81740 2.37839
12 C -0.31300 -1.99154 2.60809
13 O 0.03496 -3.07788 1.99400
14 C -1.36142 -2.09171 3.65472
15 C -1.96405 -0.94533 4.16641
16 C -2.94344 -1.05620 5.14040
17 C -3.32793 -2.30646 5.60870
18 C -2.73685 -3.45017 5.08939
19 C -1.76021 -3.34349 4.11005
20 C 3.25510 -1.10042 -0.54286
21 O 3.05808 -2.19778 0.13246
22 H 5.55672 -3.52838 -2.53171
23 H 4.08853 -3.43334 -1.53472
24 H 5.64480 -3.79531 -0.77144
25 H 5.47601 0.25807 -2.72618
26 H 3.87478 2.17602 -2.61319
27 H 1.95988 2.03838 -1.03416
28 H 0.93601 1.01620 0.89765
29 H -1.67638 0.01608 3.76402
30 H -3.42314 -0.16278 5.52072
31 H -4.09966 -2.38959 6.36535
32 H -3.04531 -4.42820 5.43967
33 H -1.29925 -4.22112 3.67727
34 O 0.09606 -5.01994 -2.13814
35 Cl 1.04993 -4.05944 -1.67984
36 O 2.25330 -4.14204 -2.45428
37 O 1.36181 -4.36966 -0.25030
38 O 0.51219 -2.72881 -1.71467
39 S -4.94951 1.65230 -1.38725
40 P -3.09508 1.49323 -0.68319
41 S -2.60401 0.25362 0.77784
42 C -1.95361 1.24829 -2.10596
43 C -2.03715 2.10586 -3.20285
44 C -1.16003 1.96986 -4.26606
45 C -0.19874 0.96249 -4.25275
46 C -0.12359 0.09360 -3.17632
47 C -0.99784 0.24112 -2.10310
48 C -2.55018 3.17031 -0.12769
49 C -1.20161 3.51865 -0.13996
50 C -0.78083 4.74751 0.34683
51 C -1.70649 5.64556 0.86384
52 C -3.05196 5.30398 0.88333
53 C -3.47009 4.07667 0.38535
54 H -2.80284 2.87314 -3.21423
55 H -1.22742 2.64578 -5.11168
56 H 0.48707 0.85331 -5.08533
57 H 0.61065 -0.70150 -3.15237
58 H -0.94738 -0.43331 -1.25646
59 H -0.47500 2.81599 -0.53293
60 H 0.27262 5.00264 0.32578
61 H -1.37987 6.60609 1.24603
62 H -3.78148 5.99870 1.28490
63 H -4.51948 3.80629 0.37331

(3)
# C27H22CoF4N6O3

A molecular structure, C27H22CoF4N6O3 in a non-equilibrium geometry (ωB97M-V/def2-TZVPD, the Open Molecules 2025 dataset).

⟨S²⟩: 6.110
LUMO level (spin up / spin down): -12.27 / -13.21 eV
HOMO level (spin up / spin down): -15.9 / -15.9 eV
net charge: +3
2S+1: 5

Atoms and positions in Å:
1 Co -1.81627 1.02999 0.94096
2 C -2.66293 -0.34791 3.63334
3 O -2.00819 0.78457 3.01853
4 C -2.38179 2.05959 3.58705
5 C -3.42847 2.71718 2.71581
6 O -2.89436 2.75429 1.37691
7 C -3.72660 3.49001 0.45543
8 H -2.31562 -0.45148 4.66009
9 H -2.38255 -1.23563 3.07164
10 H -3.74733 -0.23196 3.62193
11 H -1.47573 2.66498 3.61718
12 H -2.76109 1.92666 4.59919
13 H -3.63041 3.73193 3.06105
14 H -4.36276 2.14796 2.71553
15 H -3.75241 4.53984 0.74555
16 H -4.74238 3.09264 0.45098
17 H -3.28920 3.39943 -0.53559
18 C 4.41892 3.10463 0.83828
19 N 2.97910 3.03192 0.64384
20 N 2.25457 1.88162 0.69689
21 C 0.91371 2.21613 0.63537
22 O 0.00063 1.31886 0.61432
23 C 0.84400 3.60878 0.54290
24 C 2.14131 4.08414 0.55184
25 C 2.61288 5.48581 0.49902
26 C 2.79561 0.57412 0.70763
27 C 2.27310 -0.37339 1.59287
28 C 2.80068 -1.65017 1.61041
29 C 3.84911 -1.99223 0.76112
30 C 4.35143 -1.04979 -0.13148
31 C 3.82960 0.22915 -0.16571
32 H 4.78946 2.18068 1.27059
33 H 4.64295 3.92096 1.52158
34 H 4.93643 3.28981 -0.10347
35 H -0.05462 4.19442 0.45501
36 H 1.82437 6.12283 0.10688
37 H 3.49950 5.59920 -0.12377
38 H 2.86134 5.84983 1.49942
39 H 1.49993 -0.09236 2.29257
40 H 2.41870 -2.37524 2.31694
41 H 4.28302 -2.98204 0.80520
42 H 5.15070 -1.31957 -0.80860
43 H 4.19736 0.94418 -0.88979
44 F -3.85887 -4.28995 -3.42958
45 C -2.58573 -4.07720 -3.22824
46 C -1.67523 -4.92305 -3.80540
47 F -2.10727 -5.90853 -4.53157
48 C -0.26403 -4.75779 -3.62452
49 C 0.13701 -3.62785 -2.83264
50 C -0.77487 -2.79261 -2.27074
51 F -0.32941 -1.77632 -1.55067
52 C -2.18236 -2.97992 -2.41546
53 C -3.12694 -2.14089 -1.77885
54 C -2.77678 -1.05956 -0.95218
55 N -2.65534 -0.18219 -0.21518
56 C -4.52968 -2.33725 -1.87869
57 N -5.67198 -2.49706 -1.88788
58 F 1.40234 -3.38033 -2.62647
59 C 0.65595 -5.65624 -4.16451
60 C 0.29184 -6.78342 -4.93998
61 N 0.06408 -7.71456 -5.58208
62 C 2.05764 -5.53153 -3.96785
63 N 3.19396 -5.45815 -3.79295